Entry w
Formula: C4H6NO3
Source: the OMol25 dataset
Level of theory: ωB97M-V/def2-TZVPD

## Properties
Orbital gap ... 8.677 eV
Net charge ... -1
HOMO energy ... -4.879 eV
SMILES ... CCC(=O)NC(=O)[O-]

Last column: Löwdin charge in e.
Geometry (Å):
O  -0.8606  -1.5319  -0.3327  -0.003
C  -0.1849  -0.5334  -0.5751  -0.553
N  0.1115  0.5014  0.2054  0.136
C  -0.4930  1.1439  1.5751  -0.717
O  -0.2149  2.3265  1.5490  -0.034
O  -0.9814  0.3324  2.3316  0.003
C  0.4777  -0.4791  -1.9823  -0.189
C  1.6454  -1.4724  -2.0269  -0.110
H  0.6752  1.2407  -0.1810  0.092
H  -0.2831  -0.7350  -2.7133  0.098
H  0.7973  0.5409  -2.1778  0.087
H  1.2577  -2.4487  -1.7414  0.069
H  2.3971  -1.1224  -1.3299  0.068
H  2.0372  -1.5305  -3.0336  0.052



Entry x
Formula: C4H6NO3
Source: the OMol25 dataset
Level of theory: ωB97M-V/def2-TZVPD

## Properties
Orbital gap ... 5.972 eV
Net charge ... -1
HOMO energy ... -3.570 eV

Last column: Löwdin charge in e.
Geometry (Å):
O  3.1439  -1.1427  -0.1811  0.046
C  2.4562  -0.3565  -0.8221  -0.741
O  2.6225  0.2282  -1.8638  0.075
C  1.2824  0.4556  0.2204  0.009
C  0.6929  -0.5358  -0.4967  0.023
C  -3.0814  0.2442  0.6763  -0.658
N  -1.9426  0.9398  0.7597  -0.057
O  -3.3132  -0.8502  0.1220  -0.178
H  1.1958  1.4567  -0.1733  0.125
H  1.6040  0.2984  1.2272  0.118
H  0.4782  -1.5710  -0.2834  0.127
H  0.0145  -0.1877  -1.2634  0.119
H  -3.9511  0.7527  1.1755  0.064
H  -1.2021  0.2683  0.9028  -0.073



Entry y
Formula: C4H6NO3
Source: the OMol25 dataset
Level of theory: ωB97M-V/def2-TZVPD

## Properties
Orbital gap ... 8.050 eV
Net charge ... -1
HOMO energy ... -4.106 eV
SMILES ... C[C@@H](C=O)NC(=O)[O-]

Last column: Löwdin charge in e.
Geometry (Å):
O  -2.7398  -0.3761  -0.4264  0.006
C  -1.5957  -0.0516  -0.6729  -0.228
C  -0.4097  -0.6007  0.0876  -0.376
C  -0.1428  0.3455  1.2914  -0.053
N  0.6983  -0.7401  -0.8185  0.031
C  1.5833  0.4331  -0.8867  -0.812
O  1.0180  1.4796  -1.2171  -0.058
O  2.7598  0.1886  -0.5526  -0.077
H  -1.3410  0.7321  -1.4012  0.121
H  -0.7237  -1.5376  0.5421  0.132
H  0.6840  -0.0358  1.8981  0.083
H  -0.0108  1.3632  0.9640  0.065
H  -1.0677  0.3462  1.8839  0.071
H  1.2877  -1.5464  -0.6915  0.095



Entry z
Formula: C4H6NO3
Source: the OMol25 dataset
Level of theory: ωB97M-V/def2-TZVPD

## Properties
Orbital gap ... 7.794 eV
Net charge ... -1
HOMO energy ... -4.108 eV
SMILES ... C[C@@H](C=O)NC(=O)[O-]

Last column: Löwdin charge in e.
Geometry (Å):
O  -2.3003  -0.6340  -1.5771  0.020
C  -1.7154  -0.0403  -0.7048  -0.247
C  -0.4505  -0.5658  -0.0573  -0.366
C  -0.8131  -1.8719  0.7627  -0.027
N  0.1794  0.4536  0.7308  0.031
C  1.4823  0.9664  0.3294  -0.800
O  1.7163  0.8683  -0.8845  -0.069
O  2.1725  1.4310  1.2576  -0.093
H  -2.0503  0.9545  -0.3348  0.120
H  0.1232  -0.8365  -0.9429  0.137
H  -0.4348  -2.7294  0.2158  0.068
H  -0.3887  -1.7150  1.7523  0.063
H  -1.8765  -1.7953  0.9770  0.059
H  -0.1870  0.6027  1.6535  0.105



Quick look at relative energies in kJ/mol: entry w 0.0; entry x 419.7; entry y 77.0; entry z 102.8.



Entry w
Formula: C6H11N
Source: the OMol25 dataset
Level of theory: ωB97M-V/def2-TZVPD

## Properties
Orbital gap ... 4.696 eV
Net charge ... 0
HOMO energy ... -6.039 eV

Last column: Löwdin charge in e.
Geometry (Å):
C  -2.3084  0.9089  1.0302  -0.133
N  -0.9929  1.3883  1.2703  -0.100
C  -0.1996  0.2790  1.9112  -0.273
C  0.3940  -0.6053  0.8292  -0.085
C  0.7984  -0.1794  -0.4420  -0.165
C  1.2944  -1.0046  -1.4314  -0.152
C  1.3572  -0.6462  -2.8450  -0.128
H  -2.6818  0.0027  1.6173  0.100
H  -3.1122  1.5433  0.6375  0.082
H  -1.6195  0.4780  0.2524  0.095
H  -0.8246  -0.3866  2.6413  0.117
H  0.5341  0.8213  2.5261  0.113
H  0.5287  -1.7044  1.0228  0.112
H  0.4647  0.7750  -0.7954  0.101
H  1.8176  -1.9248  -1.1790  0.099
H  1.8752  0.1807  -3.1346  0.039
H  0.3242  -0.5309  -3.2671  0.094
H  1.6273  -1.4866  -3.5272  0.085



Entry x
Formula: C6H11N
Source: the OMol25 dataset
Level of theory: ωB97M-V/def2-TZVPD

## Properties
Orbital gap ... 8.185 eV
Net charge ... 0
HOMO energy ... -7.779 eV
SMILES ... C=N/C=C/CCC

Last column: Löwdin charge in e.
Geometry (Å):
C  -0.2545  1.2901  1.8927  -0.132
C  1.1437  0.8233  1.6154  -0.289
C  1.4052  -0.3305  0.6287  -0.215
C  0.5497  -0.1795  -0.6002  -0.113
C  -0.1440  -1.0083  -1.4359  -0.193
N  -1.2501  -0.4851  -2.0640  -0.051
C  -2.1358  -1.1671  -2.7042  -0.035
H  -0.3259  2.0363  2.6834  0.067
H  -0.8005  1.6394  0.9898  0.079
H  -0.8985  0.4777  2.2673  0.075
H  1.6777  1.6978  1.2018  0.106
H  1.7216  0.5891  2.5296  0.109
H  2.4516  -0.1361  0.2263  0.128
H  1.2835  -1.3425  1.0405  0.110
H  0.6597  0.8398  -1.0261  0.119
H  0.0050  -2.0761  -1.4536  0.098
H  -2.5633  -2.0327  -2.2087  0.068
H  -2.5250  -0.6356  -3.5827  0.067



Entry y
Formula: C6H11N
Source: the OMol25 dataset
Level of theory: ωB97M-V/def2-TZVPD

## Properties
Orbital gap ... 9.140 eV
Net charge ... 0
HOMO energy ... -8.218 eV
SMILES ... CCN=C=C(C)C

Last column: Löwdin charge in e.
Geometry (Å):
C  1.9591  0.5298  0.7607  -0.213
C  1.7114  -0.7837  0.0533  -0.123
C  -0.9946  0.1890  0.0076  -0.378
C  -1.9553  -0.9006  0.3831  -0.072
C  -1.2044  0.8767  -1.3200  -0.068
C  -0.2638  0.8455  0.8886  -0.166
N  0.7155  1.3432  1.4379  0.098
H  2.4720  1.1887  0.0377  0.109
H  2.8111  -0.9086  0.0326  0.079
H  2.5750  0.3502  1.6366  0.090
H  1.2630  -1.5846  0.6553  0.086
H  1.3584  -0.8159  -0.9882  0.080
H  -1.6960  -1.3879  1.3270  0.079
H  -2.9487  -0.4492  0.4947  0.080
H  -2.0362  -1.6675  -0.3964  0.078
H  -2.1719  1.3892  -1.3043  0.079
H  -0.4296  1.6247  -1.5196  0.082
H  -1.2199  0.1676  -2.1575  0.080



Quick look at relative energies in kJ/mol: entry w 457.9; entry x 54.1; entry y 0.0.



Entry w
Formula: C6H11N
Source: the OMol25 dataset
Level of theory: ωB97M-V/def2-TZVPD

## Properties
Orbital gap (spin up / spin down) ... 8.522 / 7.080 eV
Net charge ... 0
HOMO energy (spin up / spin down) ... -7.723 / -6.757 eV

Last column: Löwdin charge in e.
Geometry (Å):
C  1.1871  1.4864  0.1328  -0.009
C  -0.1282  0.6844  -1.2383  -0.428
C  -1.5519  0.6944  -0.8200  -0.032
C  0.3812  -0.4064  -2.0956  -0.035
C  0.1658  -0.1686  1.8898  -0.107
C  1.3035  0.3106  0.9810  -0.282
N  0.6367  1.8190  -1.0357  0.046
H  -1.7488  1.7670  -0.7233  0.097
H  -1.7656  0.1666  0.0846  0.062
H  -2.0918  0.3429  -1.5787  0.030
H  1.0219  -1.0149  -1.4873  0.055
H  0.8861  -0.0648  -2.9954  0.088
H  -0.5209  -0.9362  -2.3733  0.078
H  -0.5904  0.6597  2.1802  0.111
H  0.4264  -0.5296  2.8676  0.055
H  -0.2817  -1.0168  1.3860  0.062
H  1.5654  -0.6237  0.2934  0.133
H  2.1694  0.5722  1.5234  0.075



Entry x
Formula: C6H11N
Source: the OMol25 dataset
Level of theory: ωB97M-V/def2-TZVPD

## Properties
Orbital gap ... 9.308 eV
Net charge ... 0
HOMO energy ... -8.145 eV
SMILES ... C/C=C/C/C=C/N

Last column: Löwdin charge in e.
Geometry (Å):
C  0.4329  0.5165  -0.8910  -0.146
C  0.1348  0.1995  -2.1579  -0.214
N  -0.1448  1.1944  -3.1149  0.028
C  1.1769  -0.3940  0.0345  -0.226
C  0.5240  -0.6895  1.3525  -0.133
C  -0.7009  -0.3520  1.7194  -0.174
C  -1.2776  -0.5893  3.0757  -0.126
H  0.5724  1.5822  -0.7043  0.109
H  -0.1309  -0.8232  -2.4015  0.111
H  -0.4850  0.8165  -3.9817  0.070
H  0.6017  1.8610  -3.1603  0.075
H  2.2094  -0.0598  0.0880  0.109
H  1.2578  -1.3986  -0.3700  0.105
H  1.1880  -1.1287  2.0936  0.106
H  -1.4109  0.1469  1.0670  0.101
H  -0.6119  -0.8125  3.9149  0.070
H  -1.9796  0.1884  3.3760  0.065
H  -1.8659  -1.5210  3.1259  0.072



Entry y
Formula: C6H11N
Source: the OMol25 dataset
Level of theory: ωB97M-V/def2-TZVPD

## Properties
Orbital gap ... 9.514 eV
Net charge ... 0
HOMO energy ... -8.437 eV
SMILES ... C/C=C/C/C=C/N

Last column: Löwdin charge in e.
Geometry (Å):
C  0.8437  -0.7773  0.9295  -0.084
C  1.5722  -1.6569  0.1936  -0.181
N  2.5520  -1.2415  -0.8590  0.035
C  -0.8082  -0.9192  0.8864  -0.141
C  -1.4672  0.5145  0.5470  -0.094
C  -0.9698  1.3489  -0.3975  -0.144
C  -1.8067  2.5745  -0.9104  -0.112
H  1.1401  0.1915  1.1281  0.052
H  1.1982  -2.7091  0.1036  0.105
H  2.5474  -2.0448  -1.4617  0.053
H  3.4485  -1.2402  -0.5846  0.000
H  -0.9917  -1.6598  0.1350  0.073
H  -1.2182  -1.2656  1.7982  0.057
H  -2.2793  0.6808  1.2840  0.103
H  -0.0042  1.4069  -0.9185  0.105
H  -2.5471  3.0691  -0.3122  0.050
H  -2.3592  2.4718  -1.8351  0.063
H  -0.9821  3.2820  -0.8155  0.059



Quick look at relative energies in kJ/mol: entry w 359.6; entry x 0.0; entry y 227.2.